{"formula": "C5H11NO", "method": "ωB97M-V with the def2-TZVPD basis set", "relative_energy_kj_mol": 516.7, "homo_energy_ev": [-8.8549, -8.9797], "molar_mass_g_mol": 101.15, "elements": ["C", "C", "C", "N", "C", "C", "O", "H", "H", "H", "H", "H", "H", "H", "H", "H", "H", "H"], "positions_angstrom": [[-0.83296, -1.08990, -0.80277], [-0.93212, 0.39218, -0.45390], [-1.87594, 0.64414, 0.74522], [0.24325, 1.11544, -0.09838], [1.98216, -0.32165, 0.76165], [1.53267, 0.61611, -0.40818], [1.54285, 0.14345, -1.63191], [-0.56532, -1.67588, 0.08329], [-1.80566, -1.44660, -1.15518], [-0.07423, -1.25708, -1.57190], [-1.36749, 0.93862, -1.30898], [-1.97115, 1.71337, 0.94682], [-2.86267, 0.22062, 0.53758], [-1.47400, 0.15600, 1.63991], [1.61002, 0.00312, 1.73809], [1.59853, -1.31741, 0.53100], [3.07344, -0.35994, 0.78125], [2.17864, 1.52541, -0.33361]], "atomic_forces_ev_per_a": [[0.12, -0.08, -0.01], [-0.27, 0.19, 0.08], [-0.13, -0.05, 0.03], [0.13, -0.36, 0.03], [0.17, -0.30, 0.20], [-0.23, 0.35, -0.40], [0.17, -0.02, 0.26], [-0.05, 0.08, -0.12], [0.11, 0.10, 0.06], [-0.19, -0.02, 0.10], [0.06, -0.06, 0.06], [-0.01, -0.15, -0.05], [0.13, 0.06, 0.01], [-0.07, 0.07, -0.13], [0.09, 0.03, -0.18], [0.03, 0.16, 0.07], [-0.14, 0.04, -0.08], [0.08, -0.05, 0.07]], "lowdin_charge": [-0.062, -0.444, -0.057, 0.219, 0.004, -0.641, -0.051, 0.077, 0.084, 0.072, 0.161, 0.077, 0.080, 0.079, 0.080, 0.071, 0.080, 0.171]}

{"formula": "C43H43MnN6OP2S2", "method": "ωB97M-V with the def2-TZVPD basis set", "relative_energy_kj_mol": 99.5, "homo_energy_ev": [-9.7403, -9.9704], "s_squared": 8.757, "molar_mass_g_mol": 840.88, "spin_multiplicity": 6, "total_charge": 1, "elements": ["Mn", "C", "C", "C", "C", "C", "C", "C", "C", "C", "S", "C", "N", "H", "H", "H", "H", "H", "H", "H", "H", "C", "N", "C", "C", "C", "N", "C", "O", "N", "H", "H", "H", "H", "H", "H", "H", "C", "P", "C", "C", "C", "C", "C", "C", "C", "C", "C", "C", "C", "C", "P", "C", "C", "C", "C", "C", "C", "C", "C", "C", "C", "C", "C", "H", "H", "H", "H", "H", "H", "H", "H", "H", "H", "H", "H", "H", "H", "H", "H", "H", "H", "H", "H", "H", "H", "S", "C", "N", "C", "C", "N", "H", "H", "H", "H", "H", "H"], "positions_angstrom": [[-0.85216, 3.42550, -2.09002], [-0.08624, 5.63090, 0.27613], [1.20064, 5.13312, -0.36481], [2.48275, 5.54941, 0.17660], [3.54673, 5.01678, -0.46832], [3.44616, 4.29923, -1.75421], [4.61486, 3.78636, -2.33268], [4.52487, 2.97024, -3.41562], [3.23884, 2.60077, -3.84597], [2.04263, 3.02830, -3.24874], [0.41451, 2.36232, -3.73253], [2.17225, 3.95163, -2.14590], [1.06333, 4.40475, -1.47366], [-0.03896, 6.70288, 0.49669], [-0.15905, 5.14851, 1.22569], [-0.95277, 5.52267, -0.28892], [2.61830, 6.06456, 1.14424], [4.47788, 5.26398, 0.01929], [5.56818, 3.97855, -1.92939], [5.40313, 2.60400, -3.95286], [3.17508, 1.98389, -4.77985], [-4.28798, 6.64193, -3.48075], [-4.25982, 5.29105, -3.08905], [-5.44974, 4.67131, -2.98552], [-5.57392, 3.35056, -2.68082], [-4.33322, 2.62660, -2.41240], [-3.15021, 3.27139, -2.34748], [-3.10570, 4.61227, -2.63357], [-2.04111, 5.19198, -2.60995], [-4.32079, 1.25947, -2.26616], [-5.24879, 7.03103, -3.09483], [-4.37941, 6.79852, -4.62370], [-3.34178, 7.17292, -3.17219], [-6.40262, 5.30539, -3.16048], [-6.54615, 2.93209, -2.48823], [-5.15989, 0.67372, -2.35940], [-3.49246, 0.84090, -1.90059], [0.21722, -3.74544, 2.15021], [-0.35951, -2.09384, 1.76668], [-1.75211, -2.49198, 0.55621], [-3.00769, -2.97067, 0.97231], [-3.95862, -3.36453, -0.00333], [-3.79266, -3.06383, -1.35205], [-2.60630, -2.50042, -1.81107], [-1.62057, -2.18954, -0.83458], [-1.23475, -1.67021, 3.31981], [-1.22921, -2.46303, 4.44660], [-1.96655, -2.06045, 5.62491], [-2.71326, -0.88317, 5.60003], [-2.77894, -0.13899, 4.41297], [-1.99728, -0.48807, 3.33132], [0.69184, -4.68927, 0.61861], [1.69979, -6.14561, 1.29626], [3.10142, -6.30161, 1.17115], [3.75233, -7.48867, 1.61284], [3.02476, -8.55686, 2.15098], [1.66622, -8.29301, 2.49634], [1.04115, -7.10937, 2.10794], [2.01671, -3.65400, -0.03450], [1.95294, -3.32866, -1.37381], [2.83544, -2.36663, -1.90312], [3.79792, -1.84186, -1.03822], [3.89842, -2.24406, 0.30379], [2.94033, -3.11739, 0.80802], [-0.56154, -4.41821, 2.65305], [1.00484, -3.71046, 2.89072], [-3.20263, -3.13372, 2.04965], [-4.91331, -3.84582, 0.34649], [-4.62188, -3.34390, -2.01381], [-2.37794, -2.21303, -2.86340], [-0.62708, -1.87766, -1.20779], [-0.65105, -3.37193, 4.43258], [-1.90659, -2.69538, 6.46611], [-3.34395, -0.57730, 6.46367], [-3.35818, 0.78006, 4.33890], [-2.00261, 0.09124, 2.42907], [3.76658, -5.60534, 0.62170], [4.80129, -7.46788, 1.39623], [3.45192, -9.46638, 2.57562], [1.19537, -9.11716, 3.02030], [-0.01917, -7.08636, 2.38327], [1.12637, -3.61098, -2.03983], [2.78356, -2.20346, -2.98282], [4.46397, -1.02699, -1.25031], [4.70646, -1.85383, 0.91823], [2.94410, -3.39956, 1.80574], [-1.33414, 2.11880, -0.02797], [0.24121, 1.75561, 0.45226], [1.08235, 1.23779, -0.38955], [2.42078, 1.19800, 0.20516], [2.05516, 1.27860, 1.72995], [0.82524, 2.13217, 1.69069], [0.89480, 1.08715, -1.34821], [2.92758, 2.09063, -0.18043], [2.93841, 0.29207, 0.02943], [2.93303, 1.78833, 2.22584], [1.76788, 0.31588, 2.15762], [0.16270, 2.02070, 2.41545]], "atomic_forces_ev_per_a": [[0.31, 0.09, 0.23], [2.21, 0.81, 0.69], [-0.78, 1.06, -0.69], [-1.13, -1.56, -0.36], [0.22, 0.60, -0.98], [1.22, 0.83, 3.26], [-0.32, -0.28, -0.54], [-0.56, -0.11, -0.33], [-1.11, -0.47, -1.48], [0.00, -0.14, 0.14], [1.45, 0.13, -0.11], [-0.55, -0.94, -1.22], [0.16, 0.37, 1.26], [0.36, -0.07, -0.06], [-0.41, -0.47, 0.75], [-1.36, -0.67, -1.11], [-0.46, -0.22, -0.79], [0.63, -0.37, -0.54], [0.89, 0.59, 0.59], [-0.31, 0.07, 0.30], [-0.13, 0.42, 1.13], [0.46, 2.67, -1.93], [0.47, -2.08, 0.95], [-2.28, -0.46, -0.08], [1.21, 0.23, 0.43], [-0.20, -1.04, -0.26], [-1.50, 0.44, -0.26], [-2.27, -0.65, -1.15], [1.64, 0.95, 0.34], [-0.96, 1.66, -0.19], [0.95, 0.52, 0.12], [0.36, -0.62, 1.62], [-1.36, -0.45, -0.02], [1.90, -1.09, 0.24], [-0.01, -0.26, -0.21], [0.71, 0.79, 0.17], [0.51, -0.33, 0.11], [-0.65, -2.31, 0.70], [-0.59, 0.76, -0.75], [-0.84, 0.86, -0.63], [0.15, -0.83, -0.42], [-0.56, 0.43, 1.38], [-0.41, -0.57, -0.26], [0.98, 0.94, 0.92], [0.67, -0.90, -0.06], [-0.59, 0.19, -0.24], [-0.87, 0.74, 1.49], [0.82, 0.49, -2.35], [-0.64, -0.45, 0.24], [0.54, 0.43, 0.14], [0.07, -0.67, 0.04], [0.04, -1.42, 0.17], [0.33, 0.42, 1.29], [-0.20, -0.84, -0.41], [-1.21, 0.51, -0.63], [-0.65, 1.56, 1.17], [1.71, -0.25, -0.86], [-0.25, -0.84, -0.42], [-1.52, -0.54, -0.38], [0.14, 1.47, -1.06], [0.19, -0.93, 0.46], [0.08, 0.08, 0.63], [-0.67, -0.12, -0.43], [1.69, 1.06, -1.27], [0.63, 0.96, -0.80], [0.52, 0.20, 0.08], [0.06, 0.02, -0.76], [1.09, 0.60, -0.46], [0.53, 0.18, 0.03], [-0.48, -0.51, 0.90], [-0.64, 0.17, 0.33], [-0.08, -0.17, 0.36], [-0.10, -0.41, 0.92], [0.70, -0.31, -0.65], [-0.03, -0.26, 0.21], [-0.17, 0.46, -0.35], [-0.86, -0.24, 0.46], [0.48, -0.63, 0.20], [0.22, 0.23, -0.59], [-0.54, 0.44, 0.06], [0.26, 0.59, -0.37], [0.40, -0.52, 0.55], [0.14, 0.55, 0.48], [0.32, 0.05, -0.97], [-0.25, 0.03, -0.01], [0.13, -0.46, 1.79], [-0.85, 0.07, 0.55], [-0.46, 1.47, 0.66], [1.58, -0.50, 1.80], [-1.08, 0.69, 1.02], [1.02, 1.49, -0.44], [0.55, -1.50, -3.10], [-0.44, -0.11, -1.19], [0.42, -0.25, 0.41], [0.50, -0.74, -0.55], [-1.25, -0.68, -0.03], [0.54, -0.09, -0.11], [-0.60, 0.02, 1.09]], "lowdin_charge": [0.464, -0.023, -0.259, -0.004, 0.007, -0.161, -0.052, -0.073, -0.104, -0.548, 0.534, -0.273, 0.062, 0.097, 0.073, 0.024, 0.130, 0.117, 0.103, 0.117, 0.119, -0.035, -0.065, -0.050, 0.015, -0.297, 0.095, -0.481, 0.002, 0.188, 0.095, 0.133, 0.119, 0.174, 0.110, 0.134, 0.075, -0.594, 0.998, -0.371, -0.083, -0.086, -0.116, -0.092, -0.120, -0.412, -0.080, -0.049, -0.083, -0.088, -0.126, 1.026, -0.339, -0.091, -0.083, -0.073, -0.092, -0.121, -0.466, -0.108, -0.061, -0.106, -0.070, -0.134, 0.074, 0.045, 0.113, 0.119, 0.105, 0.114, 0.085, 0.078, 0.086, 0.116, 0.106, 0.067, 0.103, 0.091, 0.102, 0.099, 0.100, 0.105, 0.109, 0.094, 0.111, 0.085, 0.645, -0.821, 0.063, -0.080, -0.110, 0.063, 0.074, 0.117, 0.074, 0.135, 0.093, 0.098]}

{"formula": "C3H7N3O", "method": "ωB97M-V with the def2-TZVPD basis set", "relative_energy_kj_mol": 189.2, "homo_energy_ev": -9.0197, "molar_mass_g_mol": 101.11, "smiles": "NC(=O)NN1CC1", "elements": ["N", "C", "O", "N", "N", "C", "C", "H", "H", "H", "H", "H", "H", "H"], "positions_angstrom": [[-1.54410, 0.35499, -1.34342], [-0.25403, 0.73116, -1.63862], [0.09162, 1.33202, -2.63031], [0.66332, 0.40573, -0.60472], [0.26837, -0.65664, 0.26774], [-0.21012, -0.14850, 1.55793], [1.13688, -0.69820, 1.42042], [-1.63088, -0.52127, -0.80627], [-2.17585, 0.48326, -2.12640], [1.59046, 0.26123, -1.00276], [-0.31769, 0.92795, 1.63714], [-0.96607, -0.74885, 2.03215], [2.01812, -0.03845, 1.41517], [1.32996, -1.68442, 1.82194]], "atomic_forces_ev_per_a": [[-0.08, -0.55, 0.01], [0.19, -0.51, 0.71], [0.02, 0.11, 0.11], [-0.18, 0.38, -0.77], [-0.16, -0.32, -0.58], [-0.06, 0.79, 0.17], [1.20, -0.11, 0.54], [-0.01, 0.84, -0.49], [0.16, -0.15, 0.27], [-0.29, -0.05, 0.21], [-0.01, -0.12, -0.04], [-0.22, -0.08, -0.01], [-0.63, -0.17, 0.03], [0.06, -0.06, -0.16]], "lowdin_charge": [0.150, -0.601, 0.048, 0.047, -0.132, -0.132, -0.152, 0.098, 0.106, 0.142, 0.111, 0.098, 0.116, 0.101]}

What did we get for maximum force? Answer: 0.011, 0.070, 0.026 Eh/bohr, in the order shown.
What did we get for calculated total energy? Answer: -326.9345, -4698.1349, -357.9778 hartree, in the order shown.